No. 1
55
Properties=species:S:1:pos:R:3:mulliken_charge:R:1 method="wB97M-V/def2-TZVPD" spin_multiplicity=4 charge=0 max_force_ev_per_a=2.728 total_energy_ev=-58647.128 de_lowest_kcal_mol=46.7
V 0.60 0.45 0.45 0.505
C -2.61 -1.18 0.48 -0.368
O -3.79 -0.43 0.19 -0.252
O -1.51 -0.44 0.37 -0.861
C -2.80 -1.99 1.82 0.788
F -3.97 -2.61 1.99 -0.270
F -1.81 -2.95 2.05 -0.296
F -2.60 -1.12 2.83 -0.283
C -4.86 -1.14 -0.34 -0.124
C -5.92 -0.10 -0.76 -1.275
H -6.73 -0.58 -1.31 0.385
H -6.34 0.44 0.09 0.296
H -5.53 0.71 -1.38 0.297
H -5.38 -1.79 0.37 0.223
H -4.71 -1.79 -1.21 0.294
H -2.61 -1.95 -0.32 0.188
B -0.04 2.04 2.21 1.109
H 0.94 1.48 2.32 -0.425
H 0.09 3.18 2.29 -0.256
H -0.44 1.81 1.18 -0.115
H -0.85 1.70 2.96 -0.274
C 3.20 3.67 -0.83 -1.637
C 2.02 2.80 -0.51 0.306
C 1.08 2.59 -1.68 -0.813
O 0.16 1.52 -1.42 0.160
C -0.82 1.38 -2.46 -0.997
N 2.51 1.51 0.05 -0.289
H 2.90 4.65 -1.21 0.390
H 3.80 3.21 -1.63 0.396
H 3.93 3.84 -0.04 0.398
H 1.39 3.34 0.20 0.046
H 1.61 2.61 -2.64 0.481
H 0.43 3.47 -1.70 0.459
H -1.01 0.37 -2.82 0.250
H -0.72 2.15 -3.22 0.416
H -1.76 1.63 -1.95 0.309
H 3.03 1.80 0.87 0.318
H 3.22 1.06 -0.52 0.257
C 2.38 -3.38 -1.31 -1.682
C 1.56 -2.37 -0.52 0.406
C 2.28 -2.17 0.83 -1.018
O 1.72 -1.09 1.52 0.136
C 2.26 -0.97 2.81 -1.060
N 1.44 -1.09 -1.21 -0.421
H 1.98 -3.56 -2.32 0.397
H 2.35 -4.40 -0.91 0.424
H 3.42 -3.08 -1.42 0.417
H 0.58 -2.81 -0.33 0.173
H 3.38 -2.13 0.77 0.443
H 2.20 -3.08 1.44 0.487
H 2.35 -1.93 3.33 0.384
H 1.62 -0.42 3.49 0.263
H 3.29 -0.59 2.78 0.348
H 0.80 -1.23 -1.99 0.280
H 2.32 -0.99 -1.72 0.289


No. 2
62
Properties=species:S:1:pos:R:3:mulliken_charge:R:1 method="wB97M-V/def2-TZVPD" charge=-3 max_force_ev_per_a=7.872 total_energy_ev=-70283.749 de_lowest_kcal_mol=94.3
Hg -0.10 -0.15 -0.20 3.395
O 0.44 -2.43 -0.16 0.087
C 1.07 -3.74 -0.02 -1.068
C 0.18 -4.97 -0.49 -0.762
O -0.58 -4.96 -1.73 -0.860
H 1.39 -3.89 1.01 0.118
H 2.01 -3.75 -0.58 0.255
H -0.57 -5.19 0.27 0.115
H 0.84 -5.83 -0.53 0.257
O -0.44 -0.56 -2.52 0.372
C -0.53 -0.53 -3.95 -1.244
C -1.61 -1.54 -4.60 -0.772
O -1.84 -2.86 -4.06 -0.849
H 0.40 -0.44 -4.53 0.160
H -1.05 0.40 -4.20 0.195
H -1.49 -1.55 -5.68 0.307
H -2.56 -1.02 -4.72 0.120
N -2.21 -0.91 -0.11 0.093
S -3.67 -0.33 -0.29 0.755
O -3.93 0.93 0.36 -0.638
O -4.75 -1.31 -0.46 -0.644
F -3.51 0.14 -1.83 -0.285
S -2.86 -1.67 1.36 0.940
O -3.18 -3.10 1.22 -0.561
O -3.48 -0.89 2.38 -0.622
F -1.41 -1.75 2.14 -0.229
C 3.25 -1.68 3.08 -1.685
C 2.85 -0.49 2.20 -0.268
O 1.46 -0.68 1.90 0.284
H 3.09 -1.50 4.14 0.321
H 4.33 -1.79 2.96 0.482
H 2.93 -2.66 2.73 0.352
H 3.34 -0.47 1.22 0.135
H 3.11 0.39 2.79 0.222
H 1.28 -1.60 1.69 -0.087
C -1.98 3.74 -2.02 -1.372
C -0.71 3.51 -1.15 -0.492
O -0.73 2.13 -1.06 0.191
H -1.88 4.73 -2.46 0.410
H -2.84 3.68 -1.35 0.270
H -2.12 3.12 -2.91 0.401
H -0.74 3.98 -0.16 0.263
H 0.19 3.89 -1.62 0.293
H -0.88 1.82 -1.96 -0.142
C -0.69 1.61 4.00 -1.197
C -1.32 1.94 2.62 -0.361
O -0.44 1.54 1.63 -0.588
H -0.41 0.56 3.94 0.140
H -1.35 1.89 4.81 0.396
H 0.21 2.21 4.17 0.363
H -1.63 2.95 2.36 0.338
H -2.22 1.35 2.42 0.151
H 0.10 2.32 1.48 0.006
C 3.35 2.19 0.18 -1.043
C 2.79 1.69 -1.15 -0.246
O 2.06 0.57 -0.65 -0.532
H 3.92 3.11 0.15 0.531
H 4.03 1.50 0.68 0.420
H 2.51 2.35 0.87 -0.076
H 3.62 1.41 -1.80 0.241
H 2.24 2.49 -1.65 0.223
H 2.74 0.08 -0.18 0.023


No. 3
76
Properties=species:S:1:pos:R:3:mulliken_charge:R:1 method="wB97M-V/def2-TZVPD" spin_multiplicity=2 charge=0 max_force_ev_per_a=10.639 total_energy_ev=-109949.714
N -0.84 0.48 0.41 -0.413
S -1.36 -0.30 -0.78 0.823
O -0.73 -0.22 -2.06 -0.605
O -2.82 -0.48 -0.82 -0.528
F -0.82 -1.73 -0.33 -0.186
S -0.89 2.00 -0.34 0.546
O -2.11 2.32 -1.14 -0.527
O 0.37 2.56 -0.83 -0.561
F -1.01 2.86 1.06 -0.323
C -2.86 -0.73 2.97 0.480
O -3.39 -1.15 4.00 -0.748
N -3.38 -0.01 2.08 -0.158
N -1.63 -0.97 2.64 -0.125
H -2.83 0.29 1.29 -0.050
H -4.39 0.07 2.04 0.218
H -1.18 -0.53 1.85 0.678
H -1.15 -1.56 3.29 0.169
C 1.83 0.31 2.65 0.844
O 2.94 0.43 3.15 -0.229
N 0.94 1.25 2.78 0.086
N 1.41 -0.65 1.91 0.491
H 1.29 2.10 3.21 0.208
H 0.07 1.26 2.25 -0.098
H 0.64 -0.37 1.33 -0.485
H 1.78 -1.58 1.78 0.186
C 3.30 3.95 -1.75 0.465
O 4.17 4.54 -2.23 -0.666
N 2.54 3.26 -2.45 -0.252
N 2.96 3.77 -0.51 -0.222
H 1.63 2.90 -2.21 0.333
H 2.74 3.34 -3.44 0.135
H 2.07 3.30 -0.39 0.340
H 3.57 4.05 0.24 0.137
C 1.43 5.21 3.55 0.730
O 1.07 4.13 4.07 -0.768
N 2.61 5.77 3.78 -0.406
N 0.81 5.69 2.45 -0.366
H 3.16 5.37 4.53 0.233
H 2.91 6.57 3.24 0.171
H -0.11 5.37 2.18 0.212
H 1.13 6.61 2.20 0.173
C 2.43 -0.85 -1.40 0.316
C 2.98 0.39 -0.69 0.568
O 4.10 -0.01 0.01 -0.441
S 4.83 -1.28 -0.82 1.036
O 5.61 -2.17 0.03 -0.523
O 5.51 -0.74 -1.98 -0.533
O 3.31 -1.89 -1.21 -0.302
H 2.46 -0.70 -2.48 0.427
H 1.44 -1.07 -0.99 -0.401
H 2.25 0.87 -0.03 -0.476
H 3.38 1.05 -1.46 0.357
C -5.21 -0.51 -4.35 -0.143
C -5.63 -0.30 -2.88 -0.057
O -6.78 0.45 -2.88 -0.319
S -7.70 0.15 -4.18 1.094
O -8.25 1.38 -4.81 -0.521
O -8.60 -0.95 -3.86 -0.526
O -6.39 -0.36 -5.02 -0.368
H -4.94 -1.53 -4.62 0.235
H -4.61 0.27 -4.81 0.257
H -4.81 0.12 -2.29 0.082
H -5.92 -1.22 -2.37 0.254
C 0.70 -5.35 1.39 -0.534
C 0.42 -4.72 0.00 0.082
C 1.73 -4.97 -0.76 -0.006
O 2.42 -5.95 0.06 -0.457
C 1.55 -6.53 1.04 -0.485
H -0.20 -5.63 1.95 0.398
H 1.33 -4.68 1.97 0.145
H 0.21 -3.68 0.26 -0.292
H -0.43 -5.26 -0.41 0.360
H 2.32 -4.05 -0.80 -0.040
H 1.50 -5.45 -1.71 0.264
H 2.17 -6.97 1.83 0.343
H 0.95 -7.34 0.62 0.261


No. 4
60
Properties=species:S:1:pos:R:3:mulliken_charge:R:1 method="wB97M-V/def2-TZVPD" charge=0 max_force_ev_per_a=4.069 total_energy_ev=-80869.228 de_lowest_kcal_mol=70.5 smiles="CCOS(C)(=O)=O.CCOS(C)(=O)=O.CCOS(C)(=O)=O.CCOS(C)(=O)=O"
C -0.16 -4.33 0.91 -1.135
C 0.63 -4.76 -0.28 -0.274
O 0.43 -3.84 -1.42 -0.193
S 1.52 -3.99 -2.66 1.070
C 0.39 -3.85 -4.03 -0.900
O 2.37 -2.75 -2.68 -0.585
O 2.08 -5.31 -2.51 -0.630
H -0.44 -5.21 1.50 0.357
H -1.07 -3.89 0.51 0.293
H 0.23 -3.59 1.60 0.255
H 1.65 -4.79 0.08 0.331
H 0.36 -5.73 -0.70 0.374
H 0.52 -2.81 -4.35 0.354
H -0.62 -4.25 -3.95 0.293
H 1.09 -4.36 -4.70 0.394
C 3.22 1.22 4.86 -1.206
C 3.31 0.47 3.50 -0.117
O 3.20 1.57 2.59 -0.293
S 3.41 1.29 0.94 1.133
C 5.12 1.91 0.86 -0.997
O 3.33 -0.16 0.76 -0.584
O 2.61 2.23 0.17 -0.563
H 3.15 0.44 5.61 0.404
H 2.27 1.75 4.89 0.294
H 4.07 1.87 5.04 0.307
H 4.20 -0.17 3.48 0.357
H 2.52 -0.28 3.48 0.246
H 5.61 1.37 1.67 0.320
H 5.13 2.99 1.02 0.328
H 5.58 1.68 -0.10 0.375
C -2.53 1.49 2.68 -1.367
C -3.26 1.34 1.30 0.204
O -4.68 1.45 1.39 -0.382
S -5.57 0.50 0.34 1.084
C -5.02 1.44 -1.19 -0.626
O -5.20 -0.92 0.30 -0.555
O -6.96 0.79 0.60 -0.607
H -1.44 1.55 2.68 0.332
H -2.66 0.68 3.40 0.351
H -2.99 2.38 3.10 0.334
H -2.89 2.12 0.64 0.112
H -3.02 0.33 0.98 0.338
H -4.97 2.46 -0.80 0.353
H -5.63 1.34 -2.08 0.433
H -3.97 1.19 -1.36 0.004
C -0.87 4.03 -2.07 -1.218
C -0.26 2.67 -2.50 0.026
O -1.16 1.74 -1.98 -0.314
S -0.80 0.07 -2.07 1.126
C 0.58 0.18 -0.81 -1.363
O -2.05 -0.59 -1.61 -0.577
O -0.36 -0.15 -3.42 -0.665
H -0.72 4.71 -2.91 0.368
H -0.49 4.65 -1.26 0.304
H -1.94 3.97 -1.87 0.245
H -0.18 2.66 -3.58 0.276
H 0.77 2.53 -2.20 0.235
H 0.86 -0.76 -0.32 0.650
H 0.29 0.92 -0.07 0.474
H 1.44 0.49 -1.40 0.415


Copy entry 1 word for word.
55
Properties=species:S:1:pos:R:3:mulliken_charge:R:1 method="wB97M-V/def2-TZVPD" spin_multiplicity=4 charge=0 max_force_ev_per_a=2.728 total_energy_ev=-58647.128 de_lowest_kcal_mol=46.7
V 0.60 0.45 0.45 0.505
C -2.61 -1.18 0.48 -0.368
O -3.79 -0.43 0.19 -0.252
O -1.51 -0.44 0.37 -0.861
C -2.80 -1.99 1.82 0.788
F -3.97 -2.61 1.99 -0.270
F -1.81 -2.95 2.05 -0.296
F -2.60 -1.12 2.83 -0.283
C -4.86 -1.14 -0.34 -0.124
C -5.92 -0.10 -0.76 -1.275
H -6.73 -0.58 -1.31 0.385
H -6.34 0.44 0.09 0.296
H -5.53 0.71 -1.38 0.297
H -5.38 -1.79 0.37 0.223
H -4.71 -1.79 -1.21 0.294
H -2.61 -1.95 -0.32 0.188
B -0.04 2.04 2.21 1.109
H 0.94 1.48 2.32 -0.425
H 0.09 3.18 2.29 -0.256
H -0.44 1.81 1.18 -0.115
H -0.85 1.70 2.96 -0.274
C 3.20 3.67 -0.83 -1.637
C 2.02 2.80 -0.51 0.306
C 1.08 2.59 -1.68 -0.813
O 0.16 1.52 -1.42 0.160
C -0.82 1.38 -2.46 -0.997
N 2.51 1.51 0.05 -0.289
H 2.90 4.65 -1.21 0.390
H 3.80 3.21 -1.63 0.396
H 3.93 3.84 -0.04 0.398
H 1.39 3.34 0.20 0.046
H 1.61 2.61 -2.64 0.481
H 0.43 3.47 -1.70 0.459
H -1.01 0.37 -2.82 0.250
H -0.72 2.15 -3.22 0.416
H -1.76 1.63 -1.95 0.309
H 3.03 1.80 0.87 0.318
H 3.22 1.06 -0.52 0.257
C 2.38 -3.38 -1.31 -1.682
C 1.56 -2.37 -0.52 0.406
C 2.28 -2.17 0.83 -1.018
O 1.72 -1.09 1.52 0.136
C 2.26 -0.97 2.81 -1.060
N 1.44 -1.09 -1.21 -0.421
H 1.98 -3.56 -2.32 0.397
H 2.35 -4.40 -0.91 0.424
H 3.42 -3.08 -1.42 0.417
H 0.58 -2.81 -0.33 0.173
H 3.38 -2.13 0.77 0.443
H 2.20 -3.08 1.44 0.487
H 2.35 -1.93 3.33 0.384
H 1.62 -0.42 3.49 0.263
H 3.29 -0.59 2.78 0.348
H 0.80 -1.23 -1.99 0.280
H 2.32 -0.99 -1.72 0.289